No. 1
{"formula": "C6H9NO", "method": "ωB97M-V/def2-TZVPD", "gap_ev": 9.7, "e_homo_ev": -8.79, "total_energy_ev": -9900.77874, "relative_energy_kj_mol": 465.6, "lumo_ev": 0.9, "symbols": ["C", "C", "C", "C", "C", "C", "H", "H", "H", "H", "H", "H", "H", "H", "H", "N", "O"], "xyz": [[1.120012, 0.554684, 1.456728], [0.767949, 0.434468, -0.045127], [-0.311181, 1.324226, -0.565652], [-0.736767, -1.365602, 0.331696], [0.348109, -0.983306, -0.654454], [1.718230, -0.489601, -0.800083], [1.936379, 1.288416, 1.513893], [1.460672, -0.402552, 1.830531], [0.213322, 0.814590, 1.973838], [-0.356247, 2.313615, -0.138998], [-0.092340, 1.418754, -1.599826], [-0.729352, -2.222560, 1.042565], [-0.294175, -0.727718, -1.550519], [1.985548, -0.228655, -1.819245], [2.517499, -0.881692, -0.227838], [-1.652274, -0.490936, 0.475428], [-1.564188, 0.651893, -0.336381]], "forces_ev_per_angstrom": [[-0.2, -0.4, -1.7], [1.1, -0.7, 0.2], [1.7, -0.9, 0.6], [1.9, -0.5, 0.3], [-3.0, 0.9, 0.2], [-0.3, 1.1, -0.4], [-0.4, -0.1, 0.4], [0.2, -0.2, 0.2], [-0.1, 0.4, 0.6], [-0.1, 0.3, 0.5], [-0.6, 0.2, -1.3], [-0.3, 0.6, -0.8], [1.1, -0.4, 0.6], [0.0, -0.2, 0.0], [0.7, -0.3, 0.5], [-0.4, 0.1, 0.1], [-1.2, 0.0, 0.0]]}

=====

No. 2
{"formula": "C4H6BeCl4F3O2", "method": "ωB97M-V/def2-TZVPD", "gap_ev": 3.7, "total_charge": -3, "e_homo_ev": -0.48, "total_energy_ev": -66977.23147, "relative_energy_kj_mol": 432.8, "lumo_ev": 3.2, "symbols": ["Be", "C", "O", "O", "C", "F", "F", "F", "C", "C", "H", "H", "H", "H", "H", "H", "Cl", "Cl", "Cl", "Cl"], "xyz": [[1.255333, 0.365247, -3.756958], [0.833117, -0.708946, 0.986190], [-0.094493, -0.098954, 1.833446], [1.253987, 0.335700, 0.098018], [1.800498, -1.693210, 1.757010], [2.871790, -1.035959, 2.308322], [1.123171, -2.264013, 2.774505], [2.388348, -2.699621, 1.077279], [-1.377459, 0.296647, 1.251890], [-2.446471, 0.793988, 2.210048], [-3.368918, 1.132029, 1.737921], [-2.710845, 0.016741, 2.927073], [-2.030665, 1.608841, 2.802693], [-1.925322, -0.443419, 0.668603], [-1.241036, 1.126802, 0.558813], [0.297716, -1.405652, 0.341164], [1.280594, -0.422890, -7.596025], [-0.209981, 3.987602, -3.950681], [4.821024, 1.775880, -4.380789], [-2.520388, -0.666812, -3.648520]], "forces_ev_per_angstrom": [[-0.4, 1.0, -0.4], [-0.5, 2.4, -4.6], [-2.2, -0.2, 2.2], [0.9, -2.8, 1.7], [0.8, 2.1, 0.8], [-0.5, -0.1, 0.1], [0.1, -0.3, 0.1], [-0.8, 0.3, -0.5], [0.1, 0.6, -1.0], [1.1, -0.2, 1.6], [0.3, -0.1, -0.4], [-0.1, -0.2, 0.1], [-0.1, 0.3, 0.1], [0.9, -0.9, -0.2], [0.6, -0.1, -0.2], [-0.4, -0.7, -0.1], [0.0, -0.1, 0.5], [0.2, -0.5, 0.1], [-0.5, -0.3, 0.2], [0.5, 0.0, 0.1]]}

=====

No. 3
{"formula": "C4H7NO2", "method": "ωB97M-V/def2-TZVPD", "gap_ev": 10.9, "e_homo_ev": -10.08, "total_energy_ev": -9845.15939, "relative_energy_kj_mol": 204.6, "lumo_ev": 0.9, "symbols": ["C", "C", "C", "N", "C", "O", "O", "H", "H", "H", "H", "H", "H", "H"], "xyz": [[-1.864588, -0.643019, -0.228529], [-0.391109, -0.276815, -0.252709], [0.043283, 1.156091, -0.029001], [1.206844, 1.310360, 0.453569], [2.548237, -0.482744, -0.429955], [3.246216, -0.771456, 0.421040], [0.299451, -1.128854, 0.637524], [-2.271312, -0.514692, 0.778293], [-1.917351, -1.707450, -0.476834], [-2.479952, -0.093287, -0.948364], [0.017523, -0.491352, -1.256321], [0.522206, -0.587247, 1.408236], [-0.542041, 1.979705, -0.450669], [1.582592, 2.250761, 0.373714]], "forces_ev_per_angstrom": [[-0.1, 0.0, 0.0], [-0.1, -0.1, 0.0], [0.5, 0.0, -0.4], [-0.5, 0.4, 0.2], [1.3, -0.7, 0.4], [-0.5, 0.2, -0.8], [-0.2, 0.0, 0.3], [0.0, 0.1, -0.1], [-0.1, 0.2, 0.1], [0.2, 0.0, 0.1], [-0.1, 0.0, 0.1], [0.2, -0.2, -0.1], [-0.1, -0.2, 0.0], [-0.4, 0.3, 0.3]]}

=====

No. 4
{"formula": "C52H48N7P2SSiSnTe", "method": "ωB97M-V/def2-TZVPD", "gap_ev": 5.8, "total_charge": -1, "e_homo_ev": -3.62, "total_energy_ev": -115549.38297, "relative_energy_kj_mol": 38.0, "lumo_ev": 2.2, "symbols": ["Sn", "N", "C", "S", "N", "N", "C", "C", "C", "C", "C", "C", "N", "H", "H", "H", "H", "H", "H", "H", "Te", "C", "C", "C", "N", "C", "C", "C", "P", "C", "C", "C", "C", "C", "C", "C", "C", "C", "C", "C", "C", "P", "C", "C", "C", "C", "C", "C", "C", "C", "C", "C", "C", "C", "H", "H", "H", "H", "H", "H", "H", "H", "H", "H", "H", "H", "H", "H", "H", "H", "H", "H", "H", "H", "H", "H", "H", "H", "C", "N", "C", "C", "N", "H", "H", "H", "H", "H", "H", "C", "C", "C", "C", "C", "C", "Si", "C", "C", "C", "C", "C", "C", "H", "H", "H", "H", "H", "H", "H", "H", "H", "H", "H"], "xyz": [[-0.207452, -0.586087, -0.525189], [-2.159401, -4.150248, 1.148017], [-1.711696, -3.329531, 0.163810], [-2.429937, -1.725941, 0.132305], [-0.867685, -3.855797, -0.692345], [-0.493962, -2.931769, -1.635862], [0.010772, -3.368904, -2.711975], [0.361239, -2.434680, -3.796112], [1.048620, -2.902601, -4.912174], [1.346392, -2.017132, -5.931446], [0.945822, -0.696049, -5.805641], [0.258511, -0.326676, -4.655915], [-0.033896, -1.168111, -3.672610], [-2.561741, -3.701314, 1.953249], [-1.646536, -5.005472, 1.283261], [0.161980, -4.439203, -2.862522], [1.349831, -3.940298, -4.961961], [1.883169, -2.352107, -6.810200], [1.145452, 0.032338, -6.579429], [-0.084811, 0.693514, -4.522431], [-4.194586, 1.219081, 1.193481], [-5.156866, 3.011183, 1.805246], [-4.932869, 4.214006, 1.145362], [-5.542324, 5.363579, 1.620002], [-6.347788, 5.404318, 2.684945], [-6.558289, 4.246958, 3.306614], [-5.992920, 3.039953, 2.913611], [-2.351201, 2.061386, 0.740906], [-0.825358, 1.597063, 1.570090], [-0.932997, 0.327630, 2.908010], [-0.118177, -1.029054, 2.685277], [-0.729249, -2.194075, 3.348210], [-1.800758, -2.138612, 4.148333], [-2.517794, -0.898460, 4.358583], [-2.139833, 0.225861, 3.740576], [-0.453223, 3.071092, 2.624789], [-1.481940, 3.899221, 3.065059], [-1.216892, 4.974996, 3.901974], [0.086708, 5.247749, 4.297908], [1.123705, 4.442518, 3.844995], [0.853873, 3.364523, 3.012348], [-1.909255, 1.898334, -1.029333], [-3.265722, 2.686420, -1.990614], [-4.247081, 1.836344, -2.500455], [-5.325959, 2.335528, -3.215855], [-5.431034, 3.699159, -3.451622], [-4.449275, 4.555356, -2.970322], [-3.377786, 4.052034, -2.244094], [-0.555427, 3.133806, -1.178406], [-0.506475, 4.291973, -0.404055], [0.574942, 5.156056, -0.492089], [1.631723, 4.865608, -1.348406], [1.599043, 3.708853, -2.115377], [0.511819, 2.848329, -2.024735], [-4.278480, 4.258346, 0.283495], [-5.376440, 6.309262, 1.113598], [-7.203603, 4.282883, 4.178842], [-6.196749, 2.140336, 3.481495], [1.188883, 0.605751, 2.892663], [-0.274018, -3.148879, 3.107855], [-2.181817, -3.049078, 4.598604], [-3.418523, -0.904489, 4.960350], [-2.754180, 1.114352, 3.821998], [-2.491812, 3.702776, 2.719695], [-2.031689, 5.604345, 4.239315], [0.294116, 6.088698, 4.948061], [2.145199, 4.652948, 4.137257], [1.672035, 2.749198, 2.656529], [-4.161947, 0.770382, -2.325594], [-6.082930, 1.657453, -3.589638], [-6.270976, 4.092328, -4.010718], [-4.519222, 5.620200, -3.156094], [-2.621460, 4.735709, -1.873731], [-1.311289, 4.485328, 0.299567], [0.604212, 6.044932, 0.125964], [2.484286, 5.530946, -1.405880], [2.426739, 3.466211, -2.770677], [0.502607, 1.927751, -2.598798], [1.335715, -1.044156, 5.468669], [0.769425, 0.155052, 4.898425], [-0.039111, 0.936911, 5.805084], [0.441802, 0.115736, 3.508037], [0.537602, -1.311289, 1.432628], [1.837022, -0.786703, 6.405820], [2.091171, -1.455678, 4.796087], [0.597345, -1.830163, 5.680309], [0.582937, 1.255563, 6.646940], [-0.909547, 0.402554, 6.205955], [-0.394411, 1.836117, 5.300518], [5.298740, 1.273921, 2.779396], [5.420846, -0.034158, 3.225799], [4.469400, -0.981785, 2.864639], [3.383455, -0.645611, 2.058054], [3.278757, 0.679519, 1.621902], [4.224678, 1.631508, 1.973283], [2.106680, -1.920972, 1.510160], [2.684641, -2.538185, -0.174991], [3.100124, -1.651724, -1.177063], [3.578226, -2.110993, -2.395626], [3.665748, -3.476010, -2.635916], [3.259744, -4.374018, -1.660259], [2.773785, -3.905070, -0.445509], [6.034080, 2.016108, 3.065174], [6.252518, -0.314571, 3.860895], [4.570775, -2.000315, 3.225313], [2.428239, 0.975391, 1.010958], [4.118588, 2.652869, 1.626962], [2.284699, -3.077878, 2.451737], [3.068853, -0.582915, -0.998298], [3.888187, -1.403829, -3.155353], [4.049479, -3.837350, -3.582289], [3.321894, -5.440013, -1.843884], [2.458562, -4.618599, 0.306302]], "forces_ev_per_angstrom": [[0.3, -0.1, 0.0], [-0.1, 0.0, -0.1], [0.0, -0.1, 0.0], [0.0, 0.0, 0.0], [0.0, 0.5, 0.0], [-0.2, -0.1, 0.4], [0.2, -0.1, -0.3], [0.0, -0.3, 0.2], [0.1, 0.0, -0.1], [0.0, 0.0, 0.0], [0.0, 0.0, 0.0], [0.1, 0.0, 0.0], [0.0, 0.1, -0.1], [0.0, 0.0, 0.0], [0.0, 0.0, 0.0], [0.0, 0.0, 0.0], [0.0, 0.0, 0.0], [0.0, 0.0, 0.0], [0.0, 0.0, 0.0], [0.0, 0.0, 0.0], [0.0, 0.1, 0.1], [0.1, 0.0, -0.1], [0.0, 0.1, 0.1], [0.0, 0.0, 0.0], [0.0, 0.0, 0.0], [0.0, -0.1, 0.0], [-0.1, 0.1, 0.0], [0.1, -0.7, -0.3], [-0.4, 0.4, 0.0], [-0.1, 0.0, -0.1], [-0.1, 0.0, 0.2], [0.1, 0.1, -0.1], [-0.2, 0.2, 0.1], [0.1, -0.3, 0.1], [0.2, 0.1, -0.1], [0.1, -0.2, 0.1], [0.0, 0.0, 0.0], [0.0, 0.0, 0.0], [0.0, 0.0, 0.0], [0.0, 0.0, 0.0], [0.0, 0.0, 0.0], [-0.2, 0.1, 0.2], [0.0, 0.0, 0.1], [0.0, 0.0, 0.0], [0.0, 0.0, 0.0], [0.0, 0.0, 0.0], [0.0, 0.0, 0.0], [0.1, 0.1, 0.0], [0.0, 0.0, 0.0], [0.0, 0.1, 0.0], [0.0, 0.0, 0.0], [0.0, 0.0, 0.0], [0.0, 0.0, 0.0], [0.1, 0.0, -0.1], [0.0, 0.0, 0.0], [0.0, 0.0, 0.0], [0.0, 0.0, 0.0], [0.0, 0.0, 0.0], [0.0, 0.1, 0.0], [0.0, 0.0, 0.0], [0.0, 0.0, 0.0], [0.0, 0.0, 0.0], [0.0, 0.0, 0.0], [0.0, 0.0, 0.0], [0.0, 0.0, 0.0], [0.0, 0.0, 0.0], [0.0, 0.0, 0.0], [0.0, 0.0, 0.0], [0.0, 0.0, 0.0], [0.0, 0.0, 0.0], [0.0, 0.0, 0.0], [0.0, 0.0, 0.0], [0.0, -0.1, 0.0], [0.0, 0.0, -0.1], [0.0, 0.0, 0.0], [0.0, 0.0, 0.0], [0.0, 0.0, 0.0], [0.0, 0.0, 0.0], [0.1, 0.0, 0.0], [-0.2, -0.2, 0.0], [0.0, 0.1, 0.0], [0.1, 0.0, 0.0], [-0.3, 0.1, -0.1], [0.0, 0.0, 0.0], [0.0, 0.0, 0.0], [0.0, 0.0, 0.0], [0.0, 0.0, 0.0], [0.0, 0.0, 0.0], [0.0, 0.0, 0.0], [0.0, 0.0, 0.0], [0.0, 0.0, 0.0], [0.0, 0.1, 0.0], [0.1, 0.1, 0.0], [0.1, 0.0, 0.0], [0.0, 0.0, 0.0], [0.3, -0.1, 0.1], [0.0, 0.0, -0.1], [0.1, -0.1, 0.0], [0.0, 0.0, 0.0], [0.0, 0.0, 0.0], [0.0, 0.0, 0.0], [0.0, 0.1, 0.0], [0.0, 0.0, 0.0], [0.0, 0.0, 0.0], [0.0, 0.0, 0.0], [0.0, 0.0, 0.0], [0.0, 0.0, 0.0], [0.0, 0.0, 0.0], [0.0, 0.0, 0.0], [0.0, 0.0, 0.0], [0.0, 0.0, 0.0], [0.0, 0.0, 0.0], [0.0, 0.0, 0.0]]}